# C6H11NO

A 2-piece molecular cluster, C6H11NO overall at a distorted geometry (ωB97M-V/def2-TZVPD, the OMol25 dataset).

The geometry in XYZ format:
```
19
Properties=species:S:1:pos:R:3:forces:R:3
O -1.350 1.815 -0.250 0.3 -1.7 4.0
N 1.556 1.458 -0.268 -4.9 -2.8 -3.0
C 1.533 0.359 0.600 3.1 -3.1 -0.9
C -1.674 -0.541 0.588 -0.4 0.2 -1.4
C 1.492 -0.840 -0.293 -3.3 -4.1 -5.3
C 0.244 -1.523 -0.679 7.6 1.6 -4.3
C -1.800 0.471 -0.528 -1.4 1.8 -0.3
C -0.722 -1.454 0.271 -4.0 -0.7 4.6
H 2.537 0.299 1.123 -1.7 0.1 0.6
H 2.165 -1.117 -1.191 -0.2 1.4 2.0
H -2.805 0.472 -1.046 0.5 0.3 1.0
H -0.515 -2.168 1.059 -0.3 -0.4 0.4
H -2.394 -0.584 1.478 1.3 0.1 -1.4
H 0.574 0.149 1.022 -0.4 0.9 2.2
H 2.077 2.058 0.160 3.6 5.3 2.6
H 0.546 1.741 -0.288 1.1 0.6 -0.7
H -0.622 1.137 1.408 -1.3 1.0 -2.8
H -1.133 0.272 -1.312 0.9 -1.5 -1.2
H 0.291 -2.001 -1.855 -0.6 1.1 3.9
```
Positions in Å, forces in eV/Å.

Properties
total energy	-9927.880	eV
largest force on an atom	0.17269	Eh/bohr
relative energy (zero: lowest compared OMol25 entry of this formula, charge and spin)	243.9	kcal per mole
highest occupied orbital energy	-8.9	eV
LUMO level	-0.07151	Ha
frontier orbital gap	6.9	eV

natural (NBO) population analysis, charges in e, atoms 1 to 8:
1 O -0.614
2 N -0.815
3 C -0.307
4 C -0.250
5 C -0.142
6 C -0.295
7 C -0.154
8 C -0.187

# C6H11NO

An isolated molecule of C6H11NO at a distorted geometry (ωB97M-V/def2-TZVPD, the OMol25 dataset).

The geometry in XYZ format:
```
19
Properties=species:S:1:pos:R:3:forces:R:3
O -0.762 0.695 1.258 1.3 -0.9 -0.2
N 0.276 -0.168 0.678 -0.5 -0.9 1.0
C 1.782 0.719 -1.135 0.0 1.1 0.2
C -2.001 0.006 1.348 -0.3 0.1 -0.1
C -1.410 -0.553 -2.319 -0.4 -0.1 0.0
C 0.491 0.112 -0.665 0.6 0.9 -0.4
C 1.382 -0.295 1.624 -0.3 0.2 0.1
C -0.493 -0.161 -1.488 0.1 -0.5 -0.1
H 2.128 1.494 -0.444 0.1 -0.1 0.0
H 2.284 -0.694 1.147 -0.3 0.1 -0.2
H -2.459 -0.461 -2.064 -0.2 0.9 -0.6
H 2.557 -0.049 -1.220 -0.1 0.0 0.0
H -2.657 0.349 0.541 0.0 -0.2 0.0
H -1.142 -1.048 -3.245 -0.1 -0.9 0.3
H 1.665 1.194 -2.115 0.0 -0.2 0.1
H 1.632 0.668 2.080 0.0 0.0 0.0
H -2.475 0.273 2.298 0.2 0.1 0.0
H -1.898 -1.084 1.307 0.2 0.3 -0.1
H 1.098 -0.999 2.412 0.0 0.2 0.0
```
Positions in Å, forces in eV/Å.

Properties
total energy	-9933.021	eV
largest force on an atom	0.03075	Eh/bohr
relative energy (zero: lowest compared OMol25 entry of this formula, charge and spin)	125.3	kcal per mole
highest occupied orbital energy	-7.7	eV
SMILES string	C=C=C(C)N(C)OC
LUMO level	0.03046	Ha
frontier orbital gap	8.6	eV

natural (NBO) population analysis, charges in e, atoms 1 to 8:
1 O -0.404
2 N -0.174
3 C -0.654
4 C -0.258
5 C -0.496
6 C 0.059
7 C -0.423
8 C 0.101

# C6H11NO

An isolated molecule of C6H11NO at a distorted geometry (ωB97M-V/def2-TZVPD, the OMol25 dataset).

The geometry in XYZ format:
```
19
Properties=species:S:1:pos:R:3:forces:R:3
O 0.076 -0.622 -2.273 -0.3 -0.3 0.2
N -0.597 -1.677 0.498 1.8 1.9 0.0
C 1.137 0.413 2.680 0.3 0.2 -0.2
C -1.414 1.276 -2.000 0.3 -0.1 -0.1
C 0.839 -0.617 0.418 -1.8 -2.7 -0.5
C 1.550 -0.381 1.697 -0.2 -0.3 0.5
C 0.229 0.524 -0.243 -1.6 0.0 -0.9
C -0.395 0.334 -1.431 1.2 1.3 0.3
H 1.415 -1.221 -0.282 0.2 0.1 0.2
H 0.251 1.032 2.597 -0.1 -0.1 0.0
H -1.166 -1.172 1.175 0.0 -0.1 0.0
H -0.078 1.365 0.356 -0.1 0.2 0.0
H -1.743 1.990 -1.250 0.0 0.0 0.0
H -0.480 -2.618 0.859 0.7 0.0 0.3
H -0.523 -0.737 -3.014 -0.1 0.0 0.0
H 2.456 -0.963 1.837 0.0 0.0 0.1
H 1.717 0.537 3.586 0.0 -0.1 0.0
H -2.282 0.720 -2.356 -0.1 -0.1 0.0
H -0.994 1.816 -2.855 -0.1 0.0 0.0
```
Positions in Å, forces in eV/Å.

Properties
total energy	-9935.451	eV
largest force on an atom	0.06392	Eh/bohr
relative energy (zero: lowest compared OMol25 entry of this formula, charge and spin)	69.3	kcal per mole
highest occupied orbital energy	-8.2	eV
SMILES string	C=C[C@@H](N)/C=C(/C)O
LUMO level	0.03286	Ha
frontier orbital gap	9.1	eV

natural (NBO) population analysis, charges in e, atoms 1 to 8:
1 O -0.672
2 N -0.870
3 C -0.378
4 C -0.677
5 C -0.096
6 C -0.196
7 C -0.361
8 C 0.405